No. 1
Here is a 2-piece molecular cluster, C2H4N3O overall from the Open Molecules 2025 dataset. Energies are from the ωB97M-V functional and the def2-TZVPD basis.

Properties
- HOMO-LUMO gap (eV) = 11.141
- HOMO (eV) = -15.43
- net charge = +1
- lowest unoccupied orbital energy (eV) = -4.29

Positions of all 10 atoms, in Å:
1 C 0.413 -0.278 1.468
2 C -0.423 0.458 -1.629
3 N 0.340 0.627 -2.515
4 N 1.196 0.191 0.777
5 N -0.655 -0.742 1.941
6 O -1.031 0.067 -0.700
7 H 0.576 1.094 -3.405
8 H 1.912 0.117 0.123
9 H -1.086 -0.683 2.881
10 H -1.241 -0.850 1.060


No. 2
Here is a 2-piece molecular cluster, C2H3OPS overall from the Open Molecules 2025 dataset. Energies are from the ωB97M-V functional and the def2-TZVPD basis.

Properties
- HOMO-LUMO gap (spin up / spin down) (eV) = 8.611 / 7.063
- multiplicity = 3
- expectation value of S² = 2.008
- HOMO (spin up / spin down) (eV) = -8.00 / -9.87
- lowest unoccupied orbital energy (spin up / spin down) (eV) = 0.61 / -2.81

Positions of all 8 atoms, in Å:
1 C -3.961 -0.292 -0.768
2 C -4.664 0.044 0.145
3 O 3.973 -0.749 -0.893
4 P 4.693 0.762 1.441
5 S 4.103 -0.985 0.557
6 H -3.162 -0.746 -1.281
7 H -5.601 0.608 0.708
8 H 4.619 1.358 0.091


No. 3
Here is a 2-piece molecular cluster, CH4IN overall from the Open Molecules 2025 dataset. Energies are from the ωB97M-V functional and the def2-TZVPD basis.

Properties
- HOMO-LUMO gap (spin up / spin down) (eV) = 8.305 / 7.979
- multiplicity = 3
- expectation value of S² = 2.014
- HOMO (spin up / spin down) (eV) = -8.43 / -9.53
- lowest unoccupied orbital energy (spin up / spin down) (eV) = -0.13 / -1.55

Positions of all 7 atoms, in Å:
1 C -1.105 0.168 -0.270
2 N 1.211 -0.832 0.472
3 I 2.607 0.310 -0.463
4 H -1.539 -0.366 0.607
5 H -0.788 1.231 -0.186
6 H -1.066 -0.328 -1.329
7 H 0.681 -0.184 1.170


No. 4
Here is C6H5N3O in the gas phase from the Open Molecules 2025 dataset. Energies are from the ωB97M-V functional and the def2-TZVPD basis.

Properties
- HOMO-LUMO gap (eV) = 7.844
- HOMO (eV) = -8.55
- lowest unoccupied orbital energy (eV) = -0.70

Positions of all 15 atoms, in Å:
1 C -1.362 1.917 -1.809
2 C -0.731 -0.199 -0.645
3 C 0.842 -0.023 1.190
4 C -0.827 1.090 -0.864
5 C 0.512 2.192 0.397
6 C 0.169 -2.215 0.482
7 N -1.454 2.679 -2.647
8 N 1.085 1.279 1.065
9 N 0.087 -0.734 0.369
10 O 0.528 3.348 0.144
11 H -1.087 -1.001 -1.317
12 H 1.525 -0.542 1.855
13 H -0.177 -2.378 1.484
14 H -0.303 -2.920 -0.251
15 H 1.191 -2.492 0.546


No. 5
Here is C47H37Cl2F6I2N4O8P2PbS4SbSe2 as an isolated structure from the Open Molecules 2025 dataset. Energies are from the ωB97M-V functional and the def2-TZVPD basis.

Properties
- HOMO-LUMO gap (eV) = 3.622
- HOMO (eV) = -4.15
- net charge = -2
- lowest unoccupied orbital energy (eV) = -0.53

Positions of all 116 atoms, in Å:
1 Pb 0.740 1.238 1.625
2 Cl 4.078 -4.450 0.203
3 C 4.578 -3.262 1.427
4 Cl 6.331 -3.004 1.384
5 H 4.384 -3.585 2.465
6 H 3.977 -2.389 1.180
7 F -5.419 -5.219 -2.326
8 C -5.219 -4.983 -1.004
9 F -4.758 -3.667 -0.867
10 F -6.371 -5.085 -0.382
11 S -3.971 -6.143 -0.261
12 O -4.383 -6.141 1.120
13 O -3.932 -7.321 -1.077
14 N -2.665 -5.333 -0.481
15 S -1.679 -4.762 0.615
16 O -2.248 -3.713 1.408
17 O -0.862 -5.773 1.204
18 C -0.494 -3.975 -0.602
19 F 0.446 -3.379 0.093
20 F -0.933 -3.082 -1.483
21 F 0.053 -4.974 -1.300
22 Se 4.112 -2.579 -4.307
23 P 3.393 -0.584 -3.880
24 C 1.695 -0.445 -4.676
25 C 1.442 0.122 -5.903
26 C 0.177 -0.020 -6.483
27 C -0.802 -0.766 -5.879
28 C -0.518 -1.382 -4.692
29 C 0.745 -1.251 -4.115
30 C 4.461 0.575 -4.692
31 C 4.970 0.355 -6.018
32 C 5.744 1.328 -6.627
33 C 6.126 2.465 -6.018
34 C 5.731 2.652 -4.682
35 C 4.869 1.731 -4.092
36 C 3.078 -0.171 -2.137
37 C 2.407 0.802 -1.336
38 N 2.426 0.303 -0.071
39 N 3.030 -0.906 -0.046
40 N 3.474 -1.178 -1.254
41 P 1.499 2.358 -1.520
42 Se 2.105 3.720 -0.030
43 C 1.642 2.909 -3.263
44 C 2.632 3.854 -3.501
45 C 2.682 4.466 -4.787
46 C 1.617 4.316 -5.642
47 C 0.608 3.353 -5.418
48 C 0.609 2.640 -4.191
49 C -0.257 1.847 -1.343
50 C -1.247 2.824 -1.364
51 C -2.580 2.403 -1.583
52 C -2.847 1.045 -1.655
53 C -1.841 0.160 -1.466
54 C -0.521 0.462 -1.276
55 H 2.142 0.789 -6.397
56 H -0.073 0.493 -7.363
57 H -1.814 -0.789 -6.267
58 H -1.293 -1.878 -4.053
59 H 0.907 -1.745 -3.152
60 H 4.735 -0.526 -6.622
61 H 5.919 1.242 -7.756
62 H 6.752 3.171 -6.581
63 H 6.151 3.507 -4.180
64 H 4.544 2.005 -3.050
65 H 3.094 4.197 -2.549
66 H 3.280 5.367 -4.916
67 H 1.457 4.934 -6.540
68 H -0.190 3.245 -6.123
69 H -0.064 1.873 -4.000
70 H -0.925 3.867 -1.258
71 H -3.363 3.124 -1.579
72 H -3.835 0.647 -1.836
73 H -2.142 -0.860 -1.524
74 H 0.223 -0.293 -1.230
75 I -7.162 5.419 -8.482
76 I -6.631 7.448 -6.631
77 O 0.500 4.045 3.328
78 S 1.281 3.036 4.076
79 O 2.035 2.227 3.078
80 O 0.177 2.194 4.719
81 O 2.148 3.557 5.089
82 S 0.855 -0.906 3.412
83 Sb -0.735 0.031 4.823
84 C -1.859 -1.813 5.026
85 C -1.223 -3.046 5.075
86 C -1.921 -4.152 5.504
87 C -3.235 -4.053 5.950
88 C -3.883 -2.835 5.863
89 C -3.134 -1.695 5.507
90 C -2.256 1.161 3.912
91 C -2.412 2.562 3.868
92 C -3.419 3.061 3.026
93 C -4.052 2.274 2.133
94 C -3.895 0.902 2.168
95 C -3.023 0.353 3.080
96 C -0.001 0.316 6.931
97 C 1.140 1.057 7.082
98 C 1.648 1.214 8.403
99 C 0.881 0.832 9.512
100 C -0.285 0.078 9.325
101 C -0.681 -0.247 7.971
102 H -0.238 -3.092 4.642
103 H -1.466 -5.126 5.634
104 H -3.760 -4.984 6.049
105 H -4.960 -2.694 5.848
106 H -3.657 -0.695 5.504
107 H -1.731 3.237 4.445
108 H -3.709 4.051 3.140
109 H -4.764 2.654 1.335
110 H -4.423 0.215 1.483
111 H -2.938 -0.738 2.953
112 H 1.707 1.474 6.197
113 H 2.553 1.846 8.540
114 H 1.143 1.158 10.483
115 H -0.820 -0.304 10.200
116 H -1.612 -0.802 7.782


Let's list F_max in order: 2.5, 4.9, 2.6, 4.1, 3.9 eV/Å.
Let's list energy above the lowest of the compared OMol25 structures with the same formula, charge and spin in order: 0.749, 2.936, 1.619, 3.230, 1.351 eV.